This record from the OMol25 dataset describes 2 unconnected molecules or ions with the total composition C4H7F3NOS3. The level of theory is the ωB97M-V functional and the def2-TZVPD basis.

```
19
Properties=species:S:1:pos:R:3:forces:R:3:lowdin_charge:R:1
C -0.022527 1.348909 -0.735885 1.87 0.55 3.32 -0.25
C 1.075364 0.888929 -1.649188 2.50 -1.36 -1.36 0.01
C -3.329019 -0.018569 -0.283358 0.85 -1.87 -1.09 -0.51
C -2.169553 0.757164 -0.061584 -1.48 1.66 -0.63 -0.52
N 1.681950 -0.300395 -1.567243 -3.18 1.90 1.04 0.24
O -1.077701 0.470753 -0.836896 0.22 -1.28 -0.72 -0.14
F 2.606348 0.885568 1.262482 0.64 1.14 -0.79 -0.58
F -5.750062 -0.954034 -0.000763 1.20 0.77 0.26 -0.41
F -3.505257 2.948305 0.459666 -0.30 0.15 0.03 -0.50
S 3.284871 2.157988 0.441438 -0.58 -1.08 0.77 0.75
S -4.546993 -0.208974 0.842976 -1.25 -0.65 0.46 1.03
S -2.925668 2.489883 -0.986356 0.53 0.22 0.56 0.89
H 0.484149 1.291519 0.367298 -0.92 -0.18 -2.17 0.16
H -0.249807 2.447027 -0.749950 -0.14 -0.98 -0.96 0.12
H 1.469825 1.562468 -2.475684 -0.37 -0.77 1.35 0.17
H -3.327690 -0.631193 -1.207795 -0.28 0.48 0.64 0.12
H -1.935735 1.082100 0.945498 -0.01 0.29 0.15 0.13
H 2.454296 -0.653083 -2.079931 0.77 0.45 -1.14 0.14
H 1.288868 -1.040755 -0.980124 -0.07 0.55 0.29 0.16
```
Forces are in eV/Å.

Output
- energy relative to the best compared isomer or geometry (same formula, charge and spin) (kcal per mole) = 28.1
- E_LUMO (alpha / beta) (Ha) = -0.21082 / -0.23998
- electronic energy (eV) = -48443.2482
- charge = +1
- max |F| (hartree/bohr) = 0.07485

***

This record from the OMol25 dataset describes 2 unconnected molecules or ions with the total composition C4H7F3OSi. The level of theory is the ωB97M-V functional and the def2-TZVPD basis.

```
16
Properties=species:S:1:pos:R:3:forces:R:3:lowdin_charge:R:1
C -4.046852 1.990287 -0.643997 0.14 0.55 2.20 0.02
C 0.427090 -0.557171 1.526155 -2.46 0.66 0.24 -0.19
C -0.735555 1.056925 -0.843036 3.02 0.84 1.51 -0.23
C -1.836814 -1.748786 -0.090638 -0.58 0.32 -0.65 -0.65
O -3.965706 2.270102 0.462029 -0.17 -0.56 -2.19 0.01
F -2.369606 -2.097181 -1.292106 0.78 -0.42 -0.41 0.06
F -2.903062 -1.104740 0.458956 0.51 0.31 0.89 0.05
F -1.648067 -2.886906 0.609697 0.00 0.06 0.01 0.07
Si -0.210790 -0.629422 -0.243444 -1.32 0.78 0.69 0.71
H 1.294721 -0.084108 1.818106 2.29 1.39 -0.29 -0.01
H -0.287512 -0.080296 2.269261 0.16 -0.67 -1.20 0.08
H 0.592521 -1.529079 1.875341 -0.05 -1.84 0.51 0.00
H -1.405124 1.191250 -1.625225 -1.01 -0.19 -1.71 -0.01
H -1.150601 1.626361 -0.007932 0.22 0.05 0.08 0.02
H 0.302829 1.540198 -1.123097 -2.02 -0.61 0.43 0.08
H 0.617367 -1.146454 -1.307429 0.50 -0.67 -0.11 -0.01
```
Forces are in eV/Å.

Output
- energy relative to the best compared isomer or geometry (same formula, charge and spin) (kcal per mole) = 11.3
- E_LUMO (Ha) = 0.02912
- electronic energy (eV) = -22338.8492
- max |F| (hartree/bohr) = 0.06769

***

This record from the OMol25 dataset describes 2 unconnected molecules or ions with the total composition C4H7F3OSi. The level of theory is the ωB97M-V functional and the def2-TZVPD basis.

```
16
Properties=species:S:1:pos:R:3:forces:R:3:lowdin_charge:R:1
C -1.293638 -0.833241 2.115778 0.19 -0.01 -0.40 -0.09
C -1.346832 0.402373 -2.074990 -1.59 1.24 -1.66 -0.24
C 1.620665 0.937812 -0.741630 -0.37 0.03 2.01 -0.23
C 0.067994 -1.609268 2.296495 1.30 -0.99 1.02 -0.58
O -1.315744 -0.095307 1.108951 0.32 0.62 -0.74 -0.21
F -0.095003 -2.960154 2.044917 -0.01 1.54 -0.08 0.07
F 0.589333 -1.542765 3.565170 -1.18 0.07 -0.49 0.07
F 1.118271 -1.166545 1.563712 -0.18 -0.17 -0.86 0.06
Si -0.270220 1.221582 -0.753128 -0.10 -0.86 2.98 0.90
H -2.229429 -0.229407 -1.695636 1.10 1.55 -0.35 0.07
H -1.599809 1.007492 -3.119526 0.24 -1.05 3.10 0.10
H -0.709411 -0.321073 -2.501369 1.16 -1.16 -0.31 -0.02
H 2.112533 1.902285 -0.595385 -0.15 0.24 -0.43 0.02
H 2.022892 0.387716 0.210900 -1.21 0.48 -1.91 0.07
H 1.942336 0.491647 -1.659388 0.43 -0.44 -0.37 0.01
H -0.613937 2.406852 0.235128 0.03 -1.11 -1.52 0.00
```
Forces are in eV/Å.

Output
- energy relative to the best compared isomer or geometry (same formula, charge and spin) (kcal per mole) = 100.4
- E_LUMO (Ha) = -0.03841
- electronic energy (eV) = -22334.9842
- max |F| (hartree/bohr) = 0.06377

***

This record from the OMol25 dataset describes a gas-phase ion, C4H7F4N4O (charge +1). The level of theory is the ωB97M-V functional and the def2-TZVPD basis.

```
20
Properties=species:S:1:pos:R:3:forces:R:3:lowdin_charge:R:1
N 0.832373 0.957297 2.639256 -0.42 -0.62 -0.40 0.08
N 0.752040 -0.092834 1.613882 1.06 1.59 -0.27 0.06
C -0.317768 -0.000036 0.809869 -0.33 0.19 0.78 -0.33
N -1.403790 0.612191 1.306208 -0.60 -1.22 0.40 0.23
N -0.298304 -0.482790 -0.429536 0.59 -0.61 -0.46 0.10
C 0.847422 -1.209919 -0.988126 0.25 0.49 0.36 0.01
C 1.752290 -0.339949 -1.832133 1.24 -1.45 -2.05 -0.42
O 2.443692 -0.743252 -2.724233 -1.28 1.03 1.75 0.21
F 1.735007 0.925221 -1.412089 0.09 0.37 0.05 0.14
C -1.432490 -0.315883 -1.308112 0.04 -0.05 -0.18 -0.65
F -2.429908 -1.090263 -0.907761 -0.45 -0.14 0.13 0.21
F -1.080687 -0.663644 -2.528864 0.07 -0.04 -0.13 0.22
F -1.828652 0.938568 -1.312566 -0.24 0.36 -0.03 0.22
H 1.809740 0.995229 2.900260 0.05 -0.30 0.39 0.10
H 0.658442 1.846762 2.173977 -0.07 0.07 -0.07 0.10
H 1.628616 -0.111799 1.106405 -0.02 -0.39 -0.07 0.14
H -2.274876 0.211821 0.971146 -0.13 0.52 -0.37 0.13
H -1.433294 0.538960 2.320101 0.32 0.60 0.16 0.14
H 1.466167 -1.602504 -0.192808 0.03 -0.18 0.35 0.15
H 0.524216 -2.070614 -1.542792 -0.19 -0.21 -0.35 0.15
```
Forces are in eV/Å.

Output
- E_LUMO (Ha) = -0.14125
- SMILES string = NN/C(N)=[N+](\CC(=O)F)C(F)(F)F
- electronic energy (eV) = -23132.4464
- charge = +1
- max |F| (hartree/bohr) = 0.05444